Entry from OMol25: a 9-piece molecular cluster, C28H45F8N9O19 overall at a distorted geometry (ωB97M-V with the def2-TZVPD basis set).

- Kohn-Sham gap: 7.7772 eV
- Strongest force on any atom: 0.0415 hartree/bohr
- HOMO energy: -8.661 eV
- E_LUMO: -0.9 eV
- SMILES string: C#CCCCC1=C(CCOCC(F)(F)C(F)(F)C(F)(F)C(F)F)C(=O)C=C(CNC)C1=O.C[N+](=O)[O-].C[N+](=O)[O-].C[N+](=O)[O-].C[N+](=O)[O-].C[N+](=O)[O-].C[N+](=O)[O-].C[N+](=O)[O-].C[N+](=O)[O-]

Structure (ORCA input):
```
! RIJCOSX wB97M-V def2-TZVPD def2/J DEFGRID3
* xyz 0 1
F -3.2400 0.4784 -2.0153
F -3.8377 -1.8214 0.4925
F -6.9986 -1.2296 -2.3943
F -2.2652 -0.0107 -0.1199
F -6.2627 -1.2963 -0.0470
F -4.2610 -2.4613 -1.5746
F -5.2011 0.6191 -0.1431
F -6.3859 0.9055 -2.3648
O 5.1525 6.1388 0.9128
O 5.6797 -0.3237 2.4428
O -0.5102 -0.8957 -1.7633
O 5.7833 4.3158 1.8763
O -5.8032 -3.2199 -6.9402
O -7.9136 1.2029 4.0276
O -6.2836 -5.0585 -5.9248
O 5.8230 -0.8037 -2.5202
O 1.8224 1.0327 1.1367
O -10.9155 4.1506 -1.2553
O 5.3146 1.0718 0.8473
O -4.6963 -3.1899 4.2404
O 1.5520 -0.3579 -5.0376
O 2.1256 2.1305 2.9636
O -9.3928 3.4232 0.0799
O 5.3477 -3.5008 6.2303
O 5.6699 -1.5623 7.1099
O -8.6784 -0.4956 2.9446
O -3.4314 -1.7449 5.2153
N 1.6504 1.2136 2.3196
N 5.8189 -2.3843 6.2301
N 5.5634 5.5087 1.8617
N 5.3928 0.7809 2.0181
N -10.2519 3.2686 -0.7656
N -4.3074 -2.0612 4.4377
N 4.3538 3.0149 -2.2089
N -8.1186 0.5791 3.0096
N -6.4101 -3.8697 -6.1166
C 3.5592 -1.4942 -2.3749
C -5.9646 -0.3701 -2.2047
C 0.7915 0.2309 3.0379
C 1.2134 -2.2054 -2.9179
C 7.9171 -1.0538 0.2003
C 5.8273 6.2530 3.1243
C 6.1894 -2.8642 -0.5555
C 5.1107 1.8444 3.0192
C -5.3723 -0.5613 -0.7720
C -10.5171 1.8836 -1.2454
C 5.1397 3.7390 -1.2022
C 7.1981 -1.9649 -0.0115
C -4.9584 -0.9792 3.6500
C 2.4305 -1.3415 -3.0817
C 2.3092 -0.2566 -4.1018
C 5.1569 1.9830 -2.8904
C 3.7449 -2.5915 -1.3629
C 4.2695 0.8013 -3.1785
C 4.6567 -0.5338 -2.6643
C 0.4955 -1.8699 -1.5939
C 3.1472 0.9384 -3.8845
C -7.6298 1.1830 1.7403
C 6.6421 -1.9729 5.0608
C -1.7867 -1.3963 -2.0030
C -2.8117 -0.5693 -1.2309
C -4.0540 -1.3790 -0.7720
C 4.7830 -2.2954 -0.2615
C -7.3943 -3.1542 -5.2586
H 6.2970 -3.8487 -0.1049
H 4.8184 -1.2444 -0.0020
H 4.8633 2.7552 2.4880
H -9.8546 1.2045 -0.7228
H -8.1206 2.1433 1.6214
H 6.8774 6.1202 3.3651
H 4.2807 1.5095 3.6270
H -11.5576 1.6607 -1.0316
H 1.2540 -0.7451 2.9259
H 6.0300 1.6925 -2.3107
H -4.7914 -1.1995 2.6011
H -7.3983 -2.1081 -5.5401
H -2.0385 -1.3157 -3.0626
H 0.5319 -1.9610 -3.7271
H 5.5888 7.2969 2.9624
H 4.0662 -3.4925 -1.8898
H 4.5415 4.5404 -0.7922
H 6.6850 -2.7978 4.3605
H -10.3317 1.8710 -2.3148
H 5.4576 2.3868 -3.8547
H -6.0184 -0.9936 3.8874
H 3.6089 2.5470 -1.7105
H 0.1308 -2.7829 -1.1190
H 1.2160 -1.4377 -0.9080
H -5.2029 -0.5823 -2.9527
H 5.3838 3.0923 -0.3590
H 2.8076 -2.8509 -0.8861
H 7.6310 -1.7214 5.4314
H -1.8899 -2.4445 -1.7214
H -6.5562 1.3047 1.8337
H 0.7329 0.5226 4.0791
H 1.4503 -3.2609 -3.0127
H 6.0061 1.9697 3.6222
H -7.8774 0.5142 0.9264
H 2.8248 1.8888 -4.2765
H -0.1865 0.2501 2.5672
H 5.1973 5.8184 3.8941
H 6.3427 -2.9486 -1.6244
H -4.5070 -0.0348 3.9304
H -7.0798 -3.2832 -4.2276
H 6.0519 4.1539 -1.6152
H 6.1633 -1.1097 4.6119
H -8.3654 -3.6096 -5.4248
H 4.4310 -2.8184 0.6254
H 8.5278 -0.2025 0.3603
*
```

Entry from OMol25: a 2-piece molecular cluster, C5H15NO overall at a distorted geometry (ωB97M-V with the def2-TZVPD basis set).

- Kohn-Sham gap (spin up / spin down): 11.8852 / 7.2307 eV
- Strongest force on any atom: 0.1170 hartree/bohr
- HOMO energy (spin up / spin down): -14.641 / -14.641 eV
- <S²>: 0.75
- E_LUMO (spin up / spin down): -2.8 / -7.4 eV
- Relative energy (zero: lowest compared OMol25 entry of this formula, charge and spin): 47.14 kcal per mole

Structure (ORCA input):
```
! RIJCOSX wB97M-V def2-TZVPD def2/J DEFGRID3
* xyz 1 2
O -2.2234 -3.1302 1.3153
N 0.4251 0.6629 -0.1409
C 0.7486 0.3333 1.1737
C -0.8871 1.9405 -1.7668
C 2.1506 -0.1759 1.5190
C 0.7035 -0.6272 -0.9698
C -0.8782 1.3198 -0.4233
H -0.3561 1.3730 -2.5805
H 0.2378 -0.6845 -1.9636
H 2.4806 0.1673 2.4746
H -2.3418 -2.8402 0.4185
H 2.1472 -1.2079 1.2146
H -0.6257 3.0428 -1.9497
H -2.7180 -3.9308 1.4396
H 2.6914 0.4349 0.7531
H -0.0115 -0.2928 1.6002
H -1.5656 0.5049 -0.1846
H -1.8641 1.8767 -2.1007
H -1.0873 2.1624 0.3112
H 0.7751 1.3715 1.4555
H 1.8183 -0.8137 -1.1643
H 0.3805 -1.4868 -0.4310
*
```

Entry from OMol25: one molecule with the formula C5H10O (ωB97M-V with the def2-TZVPD basis set).

- Kohn-Sham gap (spin up / spin down): 7.5212 / 6.9622 eV
- Strongest force on any atom: 0.0074 hartree/bohr
- HOMO energy (spin up / spin down): -8.433 / -8.153 eV
- E_LUMO (spin up / spin down): -0.9 / -1.2 eV
- Relative energy (zero: lowest compared OMol25 entry of this formula, charge and spin): 86.56 kcal per mole

Structure (ORCA input):
```
! RIJCOSX wB97M-V def2-TZVPD def2/J DEFGRID3
* xyz 0 1
O -0.2479 1.6708 0.4244
C -0.1811 -0.5864 -0.3361
C -0.8318 0.6983 -0.1829
C 1.1052 -0.7948 0.3256
C -2.2661 0.3030 0.4070
C 2.2140 0.0158 -0.3896
H 2.3909 -0.3587 -1.4021
H 0.9790 -0.3140 1.3130
H -2.8191 -0.4283 -0.1910
H -2.8139 1.2448 0.4513
H 1.3726 -1.8503 0.4236
H -0.6646 -1.3600 -0.9343
H 3.1434 -0.0710 0.1794
H -2.1294 -0.0704 1.4249
H -1.1016 0.8753 -1.2828
H 1.9087 1.0644 -0.4199
*
```

Entry from OMol25: C54H47BCrF4NO2PSTe2 as an isolated structure at a distorted geometry (ωB97M-V with the def2-TZVPD basis set).

- Kohn-Sham gap (spin up / spin down): 5.2040 / 5.2453 eV
- Strongest force on any atom: 0.0269 hartree/bohr
- HOMO energy (spin up / spin down): -1.628 / -1.671 eV
- <S²>: 6.06
- E_LUMO (spin up / spin down): 3.6 / 3.6 eV

Structure (ORCA input):
```
! RIJCOSX wB97M-V def2-TZVPD def2/J DEFGRID3
* xyz -2 5
Te -0.4291 -4.5802 1.1420
Te 1.6077 0.2181 2.9546
Cr 0.3106 0.3572 0.0079
S 1.3700 -0.0885 6.2958
P 2.7956 0.2641 0.0043
F -0.4317 2.5110 -0.2859
F -0.2398 4.8018 0.0140
F -1.7285 3.9346 -1.5593
F 0.5655 3.8015 -1.9314
O -4.0260 -2.2941 -3.9423
O -1.6183 -0.7347 -1.2336
N -1.2272 -0.2309 1.3266
C -3.3818 2.6541 0.9927
C -2.7614 -4.2468 -0.8121
C -2.4361 -4.6499 0.4816
C -1.6880 2.2231 2.6435
C -2.8592 -0.7135 -0.9650
C 0.7338 0.4338 -2.0428
C 3.5669 -4.3330 -0.1438
C -2.3401 0.3749 1.1338
C -3.5076 -1.3896 -3.3111
C 3.5402 1.4110 -4.4291
C 3.0005 -3.6054 -1.1790
C 1.8487 1.0821 7.4633
C -4.0805 -4.2843 -1.2502
C -2.6923 4.4025 2.4926
C -5.1895 -1.2637 -1.5100
C 6.2446 2.8986 1.6294
C -2.5820 -0.4308 -4.0155
C 2.3705 2.1796 6.8448
C -5.6543 -0.8878 -0.2582
C 4.4841 -1.7376 2.4236
C 4.9659 3.4144 1.4678
C -1.7010 1.7955 -4.3239
C -1.1507 0.0541 -5.8942
C -1.7928 3.5301 3.0928
C 1.8629 0.8773 4.9531
C -2.4772 1.7765 1.5848
C -3.4877 3.9602 1.4439
C -5.0822 -4.7354 -0.3983
C -3.4452 -5.0885 1.3370
C 3.2080 0.6749 -1.7622
C -3.3770 -0.2552 0.3082
C 2.5657 3.2599 0.7402
C -1.9217 -0.8436 -5.1684
C 2.8999 -2.2320 -1.0598
C 4.6545 1.2861 -3.6017
C 3.9137 2.6335 0.9935
C 2.3786 2.0608 5.4180
C 6.4933 1.5735 1.3024
C -2.4660 0.8918 -3.5996
C -1.0468 1.3783 -5.4754
C 2.2778 1.1621 -3.9249
C -0.2396 -2.4879 0.7243
C -3.8574 -1.1157 -1.8999
C -4.7176 -0.3362 0.6215
C 4.1571 1.2754 0.7278
C 5.4498 0.7744 0.8531
C 2.0883 0.7786 -2.5865
C 3.3423 -1.5249 0.0774
C 4.4848 0.9285 -2.2756
C 4.0261 -3.6591 0.9700
C 3.9258 -2.2674 1.1214
C -1.2975 -1.6973 1.4827
C -7.1054 -1.0422 0.1391
C -4.7644 -5.1360 0.8944
B -0.4561 3.8000 -0.9536
H -3.9682 2.3253 0.1436
H -5.0447 0.0219 1.5961
H -7.2179 -1.7279 0.9863
H 2.6238 -4.1021 -2.0663
H 1.7168 0.8974 8.5224
H -0.6311 -0.2758 -6.7864
H 2.6301 4.3497 0.7324
H 2.4455 -1.6779 -1.8707
H 3.9202 -2.1562 3.2583
H -1.1604 3.8646 3.9064
H 0.0036 1.1455 -2.4277
H -4.3165 -3.9384 -2.2515
H -4.1726 4.6424 0.9558
H -0.4423 2.0796 -6.0395
H 2.1530 2.9573 -0.2244
H -5.5451 -5.4684 1.5696
H 7.4937 1.1628 1.3849
H -7.5494 -0.0853 0.4314
H 7.0460 3.5339 1.9926
H 5.6477 -0.2586 0.5934
H 5.5315 -2.0574 2.5237
H -1.5988 2.8162 -3.9674
H 3.6370 -5.4137 -0.1978
H -7.6899 -1.4421 -0.6924
H 1.4027 1.2562 -4.5597
H -0.9817 1.5367 3.0973
H -6.1126 -4.7583 -0.7352
H -2.2880 -2.0676 1.2218
H -1.9894 -3.8735 -1.4789
H 4.4297 -0.6644 2.5215
H -3.2024 -5.3755 2.3535
H 0.7759 -2.2405 1.0489
H 0.4347 -0.5333 -2.4625
H 5.3567 0.8605 -1.6407
H -2.0264 -1.8744 -5.4835
H 3.6645 1.7054 -5.4669
H 5.6491 1.4834 -3.9841
H 1.8454 2.9577 1.5036
H 2.7570 2.8261 4.7447
H 4.7753 4.4587 1.6948
H 4.4752 -4.2230 1.7839
H 2.7337 3.0499 7.3818
H -2.7585 5.4312 2.8285
H -1.1474 -1.8741 2.5474
H -0.3290 -2.3706 -0.3551
H -5.8804 -1.6670 -2.2473
H -2.9693 1.2220 -2.6971
*
```

Entry from OMol25: a 3-piece molecular cluster, C3H7N3O overall (ωB97M-V with the def2-TZVPD basis set).

- Kohn-Sham gap: 10.1282 eV
- Strongest force on any atom: 0.0079 hartree/bohr
- HOMO energy: -9.854 eV
- E_LUMO: 0.3 eV
- Relative energy (zero: lowest compared OMol25 entry of this formula, charge and spin): 66.10 kcal per mole

Structure (ORCA input):
```
! RIJCOSX wB97M-V def2-TZVPD def2/J DEFGRID3
* xyz 0 1
O -2.2036 -1.2396 0.8138
N 0.4372 0.7498 -0.5132
N -2.2591 0.7948 -0.2253
N 0.5501 -1.3663 0.4086
C -1.6517 -0.3143 0.2422
C 1.7334 0.6290 -0.7105
C -0.1529 -0.3573 -0.0133
H -3.2445 0.9207 -0.0568
H -1.6950 1.5513 -0.5838
H 2.1486 -0.2910 -1.1316
H 1.7715 -0.6700 0.8895
H -0.0418 -1.9910 0.9595
H 2.2924 0.0433 0.7591
H 2.3154 1.5406 -0.8383
*
```

Entry from OMol25: one molecule with the formula C5H7NS at a distorted geometry (ωB97M-V with the def2-TZVPD basis set).

- Kohn-Sham gap: 8.5431 eV
- Strongest force on any atom: 0.1026 hartree/bohr
- HOMO energy: -7.849 eV
- E_LUMO: 0.7 eV
- Relative energy (zero: lowest compared OMol25 entry of this formula, charge and spin): 101.19 kcal per mole

Structure (ORCA input):
```
! RIJCOSX wB97M-V def2-TZVPD def2/J DEFGRID3
* xyz 0 1
S -0.1813 2.1843 0.3148
N 0.9207 1.5105 2.7517
C -0.1432 -0.5346 -0.4211
C -0.7176 0.8540 -0.9334
C 0.5333 1.4142 1.6186
C 0.4890 -0.6797 0.7262
C -0.1480 -1.7589 -1.3129
H 0.8611 -1.9573 -1.5667
H -0.6587 -1.4544 -2.3054
H 0.8610 -1.5101 1.3473
H 0.9631 2.4135 3.3511
H -0.1915 1.1380 -1.8013
H -0.8066 -2.6516 -0.9984
H -1.7813 1.0323 -0.7705
*
```

Entry from OMol25: one molecule with the formula C21H18F3N3O2 at a distorted geometry (ωB97M-V with the def2-TZVPD basis set).

- Kohn-Sham gap: 7.8065 eV
- Strongest force on any atom: 0.0254 hartree/bohr
- HOMO energy: -7.832 eV
- E_LUMO: 0.0 eV
- SMILES string: Cc1ccc(NCC(=O)N/N=C/c2ccc(-c3cccc(C(F)(F)F)c3)o2)cc1

Structure (ORCA input):
```
! RIJCOSX wB97M-V def2-TZVPD def2/J DEFGRID3
* xyz 0 1
F -3.8234 4.2575 -3.1098
F -4.5971 2.3206 -3.6313
F -5.5104 3.4545 -2.0491
O 3.2706 -4.3798 0.9208
O -0.5818 -1.0960 -0.0985
N 1.9967 -3.0781 2.2923
N 4.3427 -1.9974 3.3166
N 1.0187 -2.6006 1.4904
C -1.9710 0.7061 -0.8655
C -4.3246 3.1195 -2.5908
C 3.1637 -3.6862 1.9056
C -3.1097 3.2191 -0.4288
C -1.3668 -1.4476 -2.1558
C 3.8770 -0.9574 2.5156
C -0.0828 -2.2696 -0.5322
C 2.7516 1.1667 2.3188
C -1.3561 -0.5866 -1.0768
C 4.3522 -3.3563 2.8212
C 2.8119 1.1060 0.9342
C -1.6862 1.4291 0.2970
C 3.2712 0.1528 3.1004
C 2.1935 2.1668 0.0742
C 3.9902 -0.9952 1.1255
C -3.3954 2.5013 -1.5852
C -2.2511 2.6712 0.5089
C -0.5427 -2.5277 -1.8077
C 3.4564 0.0181 0.3564
C -2.8362 1.2564 -1.8125
C 0.8444 -2.9926 0.2883
H 3.5334 -0.0418 -0.7199
H 1.3717 1.7495 -0.5086
H -1.0140 1.0003 1.0242
H -1.8892 -1.3171 -3.0811
H 3.1957 0.2108 4.1784
H -0.3121 -3.3855 -2.4056
H 2.9254 2.5694 -0.6247
H 4.4802 -1.8261 0.6426
H 2.2735 2.0093 2.7980
H -3.5574 4.1885 -0.2737
H -2.0231 3.2202 1.4094
H 1.9992 -2.5735 3.1712
H 1.8052 2.9824 0.6792
H 5.2588 -3.5447 2.2340
H 1.3905 -3.7998 -0.1936
H 4.1045 -1.8921 4.2918
H -3.0721 0.7154 -2.7144
H 4.3577 -4.0488 3.6660
*
```

Entry from OMol25: one molecule with the formula C4H4N2O2 at a distorted geometry (ωB97M-V with the def2-TZVPD basis set).

- Kohn-Sham gap: 9.3227 eV
- Strongest force on any atom: 0.0629 hartree/bohr
- HOMO energy: -9.656 eV
- E_LUMO: -0.3 eV
- Relative energy (zero: lowest compared OMol25 entry of this formula, charge and spin): 66.97 kcal per mole
- SMILES string: O=C1NN2C[C@@H]2C1=O

Structure (ORCA input):
```
! RIJCOSX wB97M-V def2-TZVPD def2/J DEFGRID3
* xyz 0 1
O -1.8597 -1.1305 0.1709
O 1.0516 -1.9983 0.5196
N 1.3571 0.1658 -0.2430
N 0.5884 1.3191 -0.6146
C -0.1915 1.9268 0.4245
C -0.8310 0.9312 -0.4951
C -0.8571 -0.5010 -0.0283
C 0.6058 -0.9444 0.1204
H -1.4299 1.3588 -1.3112
H -0.0045 1.5668 1.4866
H 2.3668 0.2767 -0.1898
H -0.4430 2.9591 0.3640
*
```